1.
This record from the OMol25 dataset describes C12H26AlNO4PS as an isolated structure. The level of theory is the ωB97M-V functional and the def2-TZVPD basis.

XYZ file:
```
46
Properties=species:S:1:pos:R:3:nbo_charge:R:1
C -1.5603 2.4295 2.5487 -0.393
C 4.0205 -0.4787 -5.6930 -0.640
H -3.2078 1.1967 -0.1988 0.196
H 1.1070 -0.1204 3.6139 0.226
H 3.7612 -0.4622 -6.7528 0.206
H 3.3672 -1.1917 -0.2689 0.296
H -4.3617 -3.1205 1.8457 0.206
H -2.6557 3.2192 0.8655 0.212
H -1.8551 3.0852 3.3778 0.170
C 3.3792 -1.6801 -5.0256 -0.076
O 3.8132 -1.8574 -3.6670 -0.728
C -4.1686 0.0616 2.6849 -0.081
H 5.1052 -0.5215 -5.5941 0.211
H 2.1689 2.3510 0.3228 -0.391
H -4.2900 0.9764 3.2282 0.206
O 1.7409 -0.9623 -2.6970 -0.943
H 3.6705 -2.5985 -5.5337 0.183
H 2.2897 -1.6170 -5.0515 0.200
C 3.6835 -1.7672 -1.1424 -0.907
S 3.1645 -0.8846 -2.5663 2.384
H -0.1185 1.8491 -0.8656 -0.392
C -3.4661 -1.2795 1.0598 -0.040
H -1.7497 0.7353 0.6283 0.238
H -5.2287 -1.4867 3.8239 0.204
C -0.2571 2.9469 1.9278 -0.938
H 0.4445 3.1522 2.7408 0.201
H -0.5806 -0.5318 3.1846 0.214
H 3.6827 0.4523 -5.2410 0.235
H 4.7661 -1.8650 -1.1703 0.240
C 0.4700 -0.7284 2.9782 -0.943
O -0.2534 -1.3831 0.3983 -1.005
H 3.1995 -2.7398 -1.1384 0.245
H -3.6589 2.5042 2.1112 0.189
C -4.6430 -1.2073 2.9671 -0.325
N -3.4684 0.0057 1.5121 -0.328
C -4.1920 -2.0636 1.9338 -0.326
H -0.4434 3.9084 1.4408 0.194
C -2.7273 2.3860 1.5590 -0.408
H -1.4403 1.4363 2.9808 0.191
P 0.9582 -0.4985 1.2211 0.391
Al 0.6663 1.7661 0.5522 0.842
H 0.6505 -1.7686 3.2547 0.210
H -2.9500 -1.5764 0.1678 0.221
O 3.8331 0.3749 -2.6301 -0.926
H 0.1055 -1.5185 -0.4826 0.485
C -2.7714 1.0722 0.7894 -0.206
```

The value obtained for the HOMO-LUMO gap is 0.223 Ha. The value obtained for the molecular weight is 338.4 g/mol. Its HOMO energy is -3.467 eV. Its LUMO energy is 2.607 eV. The net charge is -1.

---

2.
This record from the OMol25 dataset describes one molecule with the formula C12H26BFN2O5P2 in a non-equilibrium geometry. The level of theory is the ωB97M-V functional and the def2-TZVPD basis.

XYZ file:
```
49
Properties=species:S:1:pos:R:3:nbo_charge:R:1
C -0.8287 -0.1028 -1.7118 -0.487
C 2.1323 0.5068 2.2270 0.778
H -0.7847 -1.2430 1.9724 0.202
H -0.2345 -3.5953 -0.9977 0.496
N -0.9689 0.4999 0.8465 -0.773
N 2.7696 2.1477 -0.7358 -0.844
P -2.7514 0.1178 0.9521 1.016
O -0.3403 -2.7188 -0.6117 -0.923
H 4.0840 0.6554 -1.3055 0.183
H 2.2473 2.3668 0.1115 0.393
H -4.1153 1.8952 0.1735 0.255
C -0.1175 0.2206 -0.3909 -0.023
B 0.8630 -2.2437 -0.1188 1.099
P -0.6756 2.3849 1.3588 1.637
C 1.9672 -3.2746 0.3302 -1.052
H -4.0055 -1.8246 0.6884 0.249
C 1.1634 -0.5195 1.5801 -0.344
H 2.1264 2.1876 -1.5216 0.326
H 3.7288 0.6825 0.3980 0.222
H -2.3719 -2.2600 1.1522 0.249
H -1.0834 2.0198 -2.1654 0.166
H 1.3648 -1.4627 2.0926 0.237
H -2.9424 1.5586 -1.0808 0.246
C -0.9708 1.0646 -2.6720 0.050
H 1.5521 -4.0481 0.9782 0.241
H -0.2190 -0.8365 -2.2383 0.254
H -2.7387 -1.9189 -0.5474 0.233
C -3.5852 1.0970 -0.3433 -0.980
C 3.2689 0.7816 -0.5837 -0.226
H 2.4268 -3.7538 -0.5415 0.243
F 0.1802 1.1620 -3.4541 -0.375
O 1.9191 1.7143 1.8974 -0.822
H 2.9076 -1.2592 -1.0155 0.215
H -0.6497 3.5706 -0.4074 0.516
H -1.8098 0.9110 -3.3518 0.172
H 2.7793 -2.7718 0.8579 0.256
H -1.6825 2.5493 3.2128 0.515
C -2.9504 -1.6312 0.4797 -0.965
O 2.9512 0.0236 3.0095 -0.699
C 1.0800 -0.6707 0.0387 -0.433
H 1.8766 -0.1599 -1.8770 0.202
H -4.3221 0.4682 -0.8466 0.245
C 2.2938 -0.3638 -0.8818 -0.395
H -1.7916 -0.5820 -1.5734 0.230
C -0.2964 -0.2633 1.9580 -0.224
H -0.4861 0.1556 2.9464 0.233
O -1.3277 3.0237 0.0117 -1.018
H 0.3546 1.1925 -0.5935 0.217
O -1.9867 2.5465 2.2936 -0.998
```

The value obtained for the HOMO-LUMO gap is 0.299 Ha. The value obtained for the molecular weight is 370.1 g/mol. Its HOMO energy is -8.025 eV. Its LUMO energy is 0.106 eV. The net charge is 0. The SMILES is CB(O)[C@]1(CCN)[C@@H](C(=O)[O-])C[N@@+](P(C)C)(P(O)O)[C@@H]1CCF.

---

3.
This record from the OMol25 dataset describes C12H26Br3FIOP2 as an isolated structure in a non-equilibrium geometry. The level of theory is the ωB97M-V functional and the def2-TZVPD basis.

XYZ file:
```
46
Properties=species:S:1:pos:R:3:nbo_charge:R:1
H -1.5789 -4.4453 -0.2159 0.276
Br 3.6408 2.0665 3.7369 0.084
H 0.0184 -3.4940 2.9637 0.247
O 0.4367 0.7517 -0.1760 -0.571
H -2.4362 4.3259 -0.9780 0.238
C -3.7115 2.4316 -1.1467 -0.368
H 0.2304 -0.2121 -2.0692 0.243
H -4.2096 4.5666 -0.3882 0.247
H -2.9685 1.3443 0.7359 0.305
H 2.7339 -1.2809 -0.8502 0.200
H -4.9011 2.4941 -1.2276 0.261
C -3.3695 1.0550 -0.3500 -0.798
H 4.3071 -1.1114 0.3002 0.233
Br 6.4378 0.5888 3.1224 0.102
H 3.9065 1.6227 0.0465 0.238
Br 5.4894 3.0676 1.2945 0.097
H 1.6034 2.5606 -0.1622 0.203
C -0.9769 -2.9901 2.5794 -0.637
P -2.1125 -0.1184 -1.1560 1.481
H -1.6402 -3.8594 2.1013 0.217
H -0.1165 -2.6129 -2.0742 0.207
H 4.3022 -0.2935 -1.3998 0.222
I -2.9316 2.6205 -3.1697 0.166
C 1.6952 1.4407 -0.5002 -0.091
H -1.5772 -2.5836 3.5197 0.238
H -2.9977 3.6364 0.7861 0.228
H -0.5304 -4.5208 -2.3659 0.243
C -0.3569 0.5862 -1.4039 -0.424
H -0.8216 -0.7705 2.0716 0.265
P -2.0573 -1.9134 0.1588 0.479
H -4.3583 0.4200 -0.1408 0.309
C -1.9483 -3.5174 -0.8689 -0.711
C -0.9392 -3.4404 -2.1688 -0.640
H -1.6361 -3.1819 -3.1013 0.234
H -0.2945 1.5953 -1.9930 0.256
H 5.9704 2.9608 3.7408 0.237
C -0.6862 -1.7680 1.4750 -0.698
H 2.9571 0.6886 1.3799 0.229
F -2.6373 -0.7747 -2.7335 -0.517
C 3.5962 -0.5709 -0.4901 -0.646
H 1.8941 1.4591 -1.6685 0.187
C 3.0335 0.8271 0.2203 -0.457
C 5.4561 2.2674 3.0673 -0.487
H 0.4065 -1.9143 1.0597 0.253
C -3.2782 3.8216 -0.3346 -0.652
H -3.0434 -3.8251 -1.2270 0.270
```

The value obtained for the HOMO-LUMO gap is 0.284 Ha. The value obtained for the molecular weight is 633.9 g/mol. Its HOMO energy is -11.994 eV. Its LUMO energy is -4.275 eV. The net charge is +1.

---

4.
This record from the OMol25 dataset describes a 5-piece molecular cluster, C12H26Br8ClN2 overall in a non-equilibrium geometry. The level of theory is the ωB97M-V functional and the def2-TZVPD basis.

XYZ file:
```
49
Properties=species:S:1:pos:R:3:nbo_charge:R:1
C 4.4484 3.5353 5.1237 -0.460
H -6.7276 1.0162 2.0134 0.222
C -7.0308 1.3235 -0.0979 -0.452
Br 2.7267 3.9027 4.2839 0.012
C -0.9707 2.4327 -0.0334 -0.249
H 1.0338 -4.6600 -1.3934 0.241
H -1.6279 -0.2260 -3.8939 0.147
C -1.8809 0.4157 -2.9207 -0.221
H 3.6972 -2.7336 1.0451 0.219
Br 1.5519 -1.9146 0.1312 0.015
H -8.0830 1.0564 -0.2297 0.222
H -2.9067 -1.3362 -2.3769 0.337
N -2.0361 3.0714 -0.8965 -0.818
H 0.7505 0.9637 -0.3008 0.177
C 0.8369 -5.0605 -2.3919 -0.462
H 4.2750 3.4954 6.2027 0.228
Br 1.8559 -6.3094 -4.7632 -0.030
H 0.4522 0.3573 -2.7576 0.177
Br -0.3294 -3.7493 -3.2428 0.004
Br 4.2190 0.6835 5.3092 -0.026
H -3.7133 0.0708 -2.0141 0.362
H 2.5631 -4.2800 -3.4880 0.237
H 2.9245 -0.6312 2.4066 0.241
C -0.4627 0.9553 -2.3015 -0.439
H -0.9066 0.0848 -0.1240 0.199
H 5.0689 4.4058 4.8920 0.227
C -6.3721 0.6126 1.0612 -0.444
H 2.8617 -5.7778 -2.5691 0.222
Br 3.6088 1.0935 0.7327 0.001
H -5.2800 0.6615 1.0360 0.255
H 6.1197 2.1995 4.8656 0.221
H -0.3372 2.0764 -2.6910 0.239
C 2.1256 -5.2279 -3.1625 -0.442
H -0.0305 3.1411 0.1653 0.155
C 3.6645 -0.6515 1.6018 -0.456
C 3.4376 -1.7657 0.6068 -0.461
H -1.5104 2.1208 0.9843 0.145
C -0.3863 0.9984 -0.6649 -0.440
H 3.9925 -1.6341 -0.3263 0.228
Br -6.8569 -1.2760 1.0988 -0.037
H 4.6657 -0.7206 2.0364 0.220
H 0.2627 -5.9866 -2.3002 0.227
H 4.9978 2.1982 3.4806 0.245
H -6.9476 2.4081 0.0167 0.236
N -2.7461 -0.3698 -1.9608 -0.855
Cl -1.4199 4.5079 -1.6868 -0.127
C 5.0697 2.2747 4.5691 -0.449
Br -6.1269 0.9211 -1.7789 0.000
H -2.5205 1.3268 -3.2964 0.207
```

The value obtained for the HOMO-LUMO gap is 0.135 Ha. The value obtained for the molecular weight is 873.0 g/mol. Its HOMO energy is -1.731 eV. Its LUMO energy is 1.947 eV. The net charge is -1.